(1)
A cluster of 12 separate species, C28H83Cl2O32P5 in total at a distorted geometry, computed with ωB97M-V/def2-TZVPD.

Values from the calculation:
* energy relative to the best compared isomer or geometry (same formula, charge and spin): 0.0 kcal/mol
* M: 1157.72 g/mol
* gap between HOMO and LUMO: 8.68 eV
* LUMO energy: 0.00 eV
* E: -167399.502 eV

Each line ends with the Löwdin charge.
Atoms and positions in Å:
C (-3.944, -3.780, -0.588)  -0.09
O (-4.029, -4.737, -1.645)  -0.23
P (-5.454, -4.996, -2.350)  0.38
O (-6.113, -3.810, -2.905)  -0.22
O (-5.074, -6.042, -3.496)  -0.20
C (-4.606, -7.365, -3.224)  -0.08
O (-6.220, -5.807, -1.205)  -0.22
C (-7.663, -5.818, -1.256)  -0.07
H (-3.477, -2.926, -1.078)  0.06
H (-3.280, -4.113, 0.213)  0.08
H (-4.880, -3.555, -0.078)  0.09
H (-4.504, -7.531, -2.151)  0.09
H (-3.592, -7.385, -3.630)  0.07
H (-5.183, -8.161, -3.686)  0.09
H (-8.038, -5.687, -0.246)  0.09
H (-7.980, -6.767, -1.694)  0.09
H (-8.031, -5.048, -1.935)  0.08
C (-2.483, 4.427, 1.933)  -0.09
O (-3.733, 5.042, 2.233)  -0.22
P (-4.071, 6.467, 1.623)  0.35
O (-3.019, 7.473, 1.747)  -0.21
O (-5.511, 6.778, 2.242)  -0.21
C (-5.612, 6.720, 3.673)  -0.09
O (-4.400, 6.182, 0.085)  -0.21
C (-5.515, 5.330, -0.250)  -0.08
H (-2.571, 3.343, 2.027)  0.07
H (-1.755, 4.683, 2.702)  0.09
H (-2.140, 4.665, 0.928)  0.09
H (-5.535, 7.704, 4.132)  0.09
H (-4.870, 6.058, 4.118)  0.08
H (-6.588, 6.302, 3.911)  0.09
H (-6.079, 5.869, -1.008)  0.09
H (-6.167, 5.108, 0.592)  0.08
H (-5.108, 4.393, -0.628)  0.09
C (5.450, 4.157, 2.612)  -0.11
O (4.589, 5.114, 3.188)  -0.20
P (4.665, 6.635, 2.694)  0.39
O (4.377, 6.807, 1.267)  -0.20
O (6.110, 7.149, 3.114)  -0.22
C (6.489, 7.527, 4.461)  -0.05
O (3.638, 7.327, 3.686)  -0.21
C (3.446, 8.739, 3.607)  -0.09
H (4.872, 3.369, 2.119)  0.07
H (6.035, 3.655, 3.384)  0.09
H (6.112, 4.529, 1.827)  0.09
H (7.180, 8.355, 4.353)  0.09
H (6.923, 6.638, 4.914)  0.09
H (5.592, 7.827, 5.001)  0.08
H (4.111, 9.256, 2.921)  0.10
H (3.561, 9.169, 4.606)  0.09
H (2.391, 8.924, 3.402)  0.10
C (-0.908, -5.046, -5.150)  -0.08
O (-1.242, -5.282, -3.781)  -0.22
P (-0.141, -5.668, -2.717)  0.41
O (0.768, -4.587, -2.315)  -0.20
O (-1.050, -6.190, -1.512)  -0.22
C (-0.412, -6.680, -0.339)  -0.09
O (0.526, -7.038, -3.208)  -0.21
C (-0.291, -8.181, -3.494)  -0.08
H (-0.897, -5.989, -5.701)  0.09
H (0.036, -4.520, -5.296)  0.10
H (-1.699, -4.442, -5.586)  0.05
H (-0.567, -5.943, 0.451)  0.09
H (0.657, -6.889, -0.402)  0.09
H (-0.878, -7.619, -0.039)  0.09
H (-1.335, -7.903, -3.345)  0.07
H (0.048, -9.007, -2.874)  0.10
H (-0.197, -8.486, -4.538)  0.09
C (-0.421, -2.211, -0.358)  -0.08
O (0.066, -1.252, 0.580)  -0.21
P (1.187, -0.185, 0.280)  0.43
O (2.284, -0.704, -0.569)  -0.21
O (0.400, 1.023, -0.424)  -0.20
C (-0.789, 1.463, 0.212)  -0.10
O (1.539, 0.307, 1.742)  -0.19
C (2.519, 1.285, 1.988)  -0.10
H (0.114, -2.238, -1.307)  0.07
H (-1.459, -1.980, -0.576)  0.04
H (-0.250, -3.197, 0.072)  0.08
H (-0.779, 1.445, 1.307)  0.07
H (-1.615, 0.827, -0.114)  0.07
H (-0.975, 2.504, -0.045)  0.09
H (2.166, 2.104, 2.623)  0.08
H (2.957, 1.735, 1.096)  0.07
H (3.365, 0.944, 2.596)  0.10
Cl (-2.422, -1.783, -5.567)  0.56
C (-2.414, -2.117, -3.834)  -0.98
Cl (-2.396, -0.623, -2.826)  0.54
H (-3.247, -2.754, -3.559)  0.02
H (-1.469, -2.608, -3.625)  0.00
O (4.086, -5.465, 2.011)  -0.07
C (3.717, -4.284, 1.287)  -0.23
C (2.288, -4.305, 0.836)  -0.24
O (1.460, -4.035, 1.984)  -0.07
H (3.646, -5.468, 2.867)  0.07
H (3.940, -3.396, 1.886)  0.13
H (4.407, -4.287, 0.439)  0.12
H (2.001, -5.227, 0.323)  0.10
H (2.116, -3.570, 0.044)  0.10
H (1.631, -4.771, 2.580)  0.07
O (-1.206, 1.319, 5.419)  -0.08
C (-0.638, 2.036, 4.333)  -0.25
C (0.338, 3.092, 4.806)  -0.23
O (1.323, 2.451, 5.615)  -0.07
H (-1.931, 0.753, 5.089)  0.04
H (-0.117, 1.278, 3.734)  0.10
H (-1.438, 2.422, 3.693)  0.09
H (-0.168, 3.882, 5.371)  0.12
H (0.846, 3.552, 3.954)  0.11
H (0.959, 1.605, 5.899)  0.07
O (-2.873, -0.409, 4.124)  -0.07
C (-2.273, -1.140, 3.069)  -0.21
C (-2.962, -2.515, 2.895)  -0.21
O (-4.312, -2.331, 2.446)  -0.07
H (-3.830, -0.467, 4.049)  0.10
H (-2.435, -0.630, 2.117)  0.12
H (-1.221, -1.335, 3.261)  0.13
H (-2.961, -3.038, 3.855)  0.12
H (-2.428, -3.136, 2.179)  0.10
H (-4.845, -2.187, 3.233)  0.08
O (2.578, 3.562, -0.672)  -0.07
C (3.892, 4.027, -0.942)  -0.24
C (3.990, 5.143, -1.973)  -0.25
O (3.609, 6.408, -1.493)  -0.07
H (2.415, 2.863, -1.317)  0.04
H (4.376, 4.323, -0.011)  0.09
H (4.456, 3.225, -1.445)  0.12
H (3.391, 4.893, -2.849)  0.11
H (5.046, 5.194, -2.275)  0.11
H (3.778, 6.553, -0.553)  0.03
O (1.647, 2.457, -3.181)  -0.07
C (2.231, 1.298, -3.767)  -0.22
C (3.192, 1.617, -4.925)  -0.21
O (2.445, 1.971, -6.094)  -0.07
H (0.860, 2.693, -3.680)  0.09
H (2.791, 0.775, -2.984)  0.10
H (1.455, 0.580, -4.046)  0.13
H (3.775, 0.705, -5.058)  0.11
H (3.863, 2.454, -4.705)  0.12
H (1.764, 2.581, -5.794)  0.07
O (4.232, -1.357, -2.316)  -0.08
C (3.984, -2.588, -2.929)  -0.27
C (2.882, -2.556, -3.960)  -0.24
O (1.658, -2.239, -3.326)  -0.11
H (3.562, -1.167, -1.620)  0.02
H (4.923, -2.987, -3.332)  0.12
H (3.740, -3.352, -2.172)  0.11
H (2.803, -3.431, -4.614)  0.11
H (3.131, -1.723, -4.628)  0.11
H (1.315, -3.018, -2.843)  0.01

---

(2)
A cluster of 12 separate species, C28H84N4O12 in total at a distorted geometry, computed with ωB97M-V/def2-TZVPD.

Values from the calculation:
* energy relative to the best compared isomer or geometry (same formula, charge and spin): 65.9 kcal/mol
* M: 669.00 g/mol
* gap between HOMO and LUMO: 8.63 eV
* LUMO energy: 0.15 eV
* E: -60922.624 eV

Each line ends with the Löwdin charge.
Atoms and positions in Å:
C (2.475, 7.542, 0.664)  -0.11
O (3.004, 6.467, 1.413)  -0.20
C (2.360, 6.280, 2.657)  -0.23
C (2.493, 4.826, 3.106)  -0.44
C (1.877, 3.887, 2.062)  -0.06
N (1.853, 4.579, 4.404)  0.04
H (1.428, 7.310, 0.416)  0.09
H (2.997, 7.575, -0.287)  0.09
H (2.450, 8.462, 1.253)  0.09
H (2.743, 6.984, 3.406)  0.12
H (1.291, 6.496, 2.521)  0.12
H (3.541, 4.519, 3.142)  0.14
H (0.844, 4.173, 1.864)  0.09
H (1.977, 2.872, 2.451)  0.06
H (2.526, 3.860, 1.185)  0.08
H (0.883, 4.882, 4.392)  0.07
H (2.342, 5.218, 5.033)  0.07
C (-5.803, -5.747, -0.937)  -0.11
O (-4.728, -5.011, -1.466)  -0.18
C (-4.277, -4.041, -0.559)  -0.21
C (-3.136, -3.248, -1.214)  -0.39
C (-2.104, -4.005, -2.061)  -0.03
N (-2.410, -2.491, -0.196)  0.05
H (-5.514, -6.239, -0.005)  0.09
H (-6.138, -6.503, -1.650)  0.09
H (-6.696, -5.117, -0.835)  0.09
H (-5.098, -3.360, -0.287)  0.12
H (-4.018, -4.479, 0.420)  0.13
H (-3.677, -2.487, -1.785)  0.11
H (-1.646, -4.760, -1.421)  0.08
H (-1.370, -3.228, -2.270)  0.06
H (-2.556, -4.397, -2.971)  0.08
H (-2.147, -3.101, 0.583)  0.07
H (-1.469, -2.191, -0.444)  0.06
C (0.577, 0.861, 4.578)  -0.11
O (1.422, 0.701, 3.463)  -0.20
C (1.970, -0.630, 3.418)  -0.19
C (2.872, -1.044, 4.585)  -0.44
C (3.958, -2.003, 4.142)  -0.07
N (2.237, -1.609, 5.799)  0.04
H (0.311, 1.910, 4.694)  0.09
H (1.107, 0.662, 5.513)  0.06
H (-0.289, 0.192, 4.565)  0.09
H (1.159, -1.339, 3.198)  0.11
H (2.616, -0.670, 2.542)  0.11
H (3.399, -0.088, 4.754)  0.15
H (3.526, -2.996, 3.988)  0.07
H (4.809, -2.055, 4.820)  0.08
H (4.387, -1.710, 3.179)  0.08
H (2.974, -1.585, 6.504)  0.08
H (1.617, -0.879, 6.136)  0.04
C (0.999, -1.043, -2.155)  -0.10
O (0.180, -0.985, -1.010)  -0.21
C (0.652, -0.211, 0.076)  -0.19
C (0.120, 1.186, 0.256)  -0.40
C (-1.405, 1.292, 0.174)  -0.05
N (0.515, 2.099, -0.837)  0.05
H (0.422, -1.388, -3.008)  0.08
H (1.916, -1.616, -1.982)  0.07
H (1.461, -0.090, -2.448)  0.08
H (0.422, -0.811, 0.966)  0.11
H (1.747, -0.192, -0.020)  0.13
H (0.371, 1.611, 1.228)  0.11
H (-1.887, 0.794, 1.023)  0.07
H (-1.742, 0.815, -0.748)  0.08
H (-1.695, 2.336, 0.255)  0.08
H (0.058, 1.859, -1.707)  0.07
H (1.515, 2.123, -1.018)  0.05
C (2.186, 4.501, -3.157)  -0.10
C (3.494, 3.806, -3.356)  -0.33
O (3.456, 2.632, -2.556)  -0.11
H (1.850, 4.557, -2.114)  0.06
H (1.370, 3.887, -3.550)  0.07
H (2.093, 5.532, -3.502)  0.07
H (4.405, 4.415, -3.317)  0.11
H (3.532, 3.429, -4.394)  0.11
H (3.979, 1.907, -2.942)  0.03
C (1.293, -5.357, 2.698)  -0.09
C (0.662, -4.281, 1.787)  -0.30
O (-0.622, -3.972, 2.287)  -0.09
H (2.268, -5.728, 2.358)  0.07
H (0.728, -6.293, 2.702)  0.07
H (1.449, -5.031, 3.728)  0.07
H (0.639, -4.682, 0.779)  0.10
H (1.326, -3.415, 1.865)  0.09
H (-0.606, -3.788, 3.229)  0.09
C (4.340, -1.692, -4.442)  -0.09
C (4.750, -0.297, -4.852)  -0.26
O (4.836, 0.482, -3.637)  -0.11
H (4.353, -2.394, -5.286)  0.08
H (3.366, -1.715, -3.961)  0.06
H (5.078, -2.202, -3.814)  0.08
H (4.045, 0.162, -5.541)  0.12
H (5.755, -0.237, -5.282)  0.11
H (5.352, -0.026, -3.006)  0.09
C (-5.750, 4.779, 0.914)  -0.09
C (-4.521, 4.094, 0.328)  -0.31
O (-4.826, 3.705, -1.025)  -0.12
H (-6.521, 4.046, 1.151)  0.07
H (-6.099, 5.541, 0.226)  0.07
H (-5.430, 5.220, 1.865)  0.07
H (-4.135, 3.219, 0.852)  0.10
H (-3.744, 4.848, 0.170)  0.10
H (-4.917, 2.734, -1.061)  0.03
C (-1.963, -1.146, -5.779)  -0.17
O (-1.960, -0.553, -7.062)  -0.11
H (-2.685, -0.529, -5.236)  0.08
H (-2.390, -2.155, -5.815)  0.08
H (-1.050, -1.138, -5.176)  0.06
H (-1.283, -0.968, -7.606)  0.07
C (2.238, -5.313, -1.904)  -0.15
O (2.798, -4.042, -2.191)  -0.13
H (1.160, -5.366, -2.051)  0.07
H (2.674, -6.171, -2.420)  0.08
H (2.369, -5.416, -0.818)  0.07
H (3.713, -3.998, -1.912)  0.07
C (-4.923, 0.150, -1.949)  -0.11
O (-4.803, 0.963, -0.778)  -0.15
H (-5.402, -0.793, -1.646)  0.07
H (-5.604, 0.631, -2.644)  0.09
H (-3.928, -0.130, -2.302)  0.07
H (-4.421, 0.406, -0.089)  0.05
C (-3.378, -1.252, 2.652)  -0.17
O (-4.158, -1.043, 1.491)  -0.17
H (-3.687, -0.658, 3.508)  0.08
H (-3.381, -2.323, 2.909)  0.07
H (-2.322, -1.075, 2.397)  0.06
H (-3.646, -1.488, 0.770)  0.02

---

(3)
A cluster of 14 separate species, C28H84O14 in total at a distorted geometry, computed with ωB97M-V/def2-TZVPD.

Values from the calculation:
* energy relative to the best compared isomer or geometry (same formula, charge and spin): 17.9 kcal/mol
* M: 644.97 g/mol
* gap between HOMO and LUMO (alpha / beta): 1.17 / 8.87 eV
* LUMO energy (alpha / beta): 1.67 / 1.61 eV
* multiplicity: 2
* net charge: -1
* E: -59058.633 eV

Each line ends with the Löwdin charge.
Atoms and positions in Å:
C (3.579, -0.028, 1.525)  -0.03
C (3.471, 1.428, 1.081)  -0.47
C (3.936, 1.602, -0.378)  -0.03
O (2.189, 1.960, 1.192)  -0.09
H (3.706, -0.086, 2.606)  0.08
H (4.425, -0.577, 1.112)  0.09
H (2.683, -0.605, 1.296)  0.06
H (4.059, 2.089, 1.719)  0.13
H (4.866, 1.075, -0.594)  0.08
H (3.958, 2.640, -0.710)  0.07
H (3.147, 1.171, -0.995)  0.07
H (2.233, 2.911, 1.066)  0.05
C (1.354, 0.018, -3.968)  -0.03
C (2.144, 0.986, -4.907)  -0.47
C (1.287, 2.094, -5.550)  -0.05
O (3.142, 1.651, -4.196)  -0.06
H (0.622, -0.489, -4.597)  0.08
H (0.936, 0.399, -3.037)  0.06
H (2.016, -0.807, -3.704)  0.06
H (2.626, 0.415, -5.700)  0.13
H (1.885, 2.594, -6.313)  0.07
H (1.087, 2.930, -4.880)  0.07
H (0.364, 1.782, -6.038)  0.06
H (3.762, 1.028, -3.809)  0.09
C (1.804, 3.463, 4.379)  -0.05
C (1.511, 2.044, 4.854)  -0.45
C (0.463, 1.942, 5.965)  -0.04
O (1.086, 1.225, 3.754)  -0.08
H (1.685, 4.258, 5.114)  0.08
H (1.067, 3.679, 3.606)  0.07
H (2.779, 3.585, 3.906)  0.07
H (2.475, 1.658, 5.186)  0.13
H (-0.436, 2.485, 5.672)  0.08
H (0.766, 2.486, 6.860)  0.08
H (0.186, 0.917, 6.212)  0.08
H (1.514, 1.449, 2.925)  0.04
C (1.238, -3.290, 2.271)  -0.04
C (1.593, -4.571, 3.060)  -0.51
C (0.489, -5.626, 3.115)  -0.11
O (2.730, -5.187, 2.550)  -0.06
H (1.117, -3.572, 1.226)  0.06
H (1.988, -2.533, 2.502)  0.08
H (0.273, -2.901, 2.595)  0.06
H (1.766, -4.323, 4.107)  0.13
H (0.758, -6.624, 3.461)  0.07
H (-0.039, -5.723, 2.166)  0.05
H (-0.275, -5.268, 3.805)  0.06
H (2.520, -5.315, 1.622)  0.06
C (-0.855, -3.553, -2.885)  -0.08
C (-1.286, -4.879, -2.341)  -0.58
C (-1.169, -5.992, -3.357)  -0.12
O (-0.512, -5.179, -1.194)  -0.16
H (0.177, -3.668, -3.216)  0.08
H (-0.895, -2.859, -2.045)  0.06
H (-1.505, -3.196, -3.684)  0.08
H (-2.332, -4.849, -2.034)  0.11
H (-1.111, -6.907, -2.768)  0.05
H (-0.163, -5.973, -3.777)  0.07
H (-1.840, -6.126, -4.206)  0.07
H (-1.012, -5.899, -0.803)  0.02
C (1.760, 6.473, -0.998)  -0.05
C (1.299, 5.127, -0.398)  -0.45
C (1.121, 4.092, -1.449)  -0.05
O (2.301, 4.674, 0.523)  -0.07
H (1.967, 7.236, -0.248)  0.07
H (0.983, 6.967, -1.581)  0.08
H (2.693, 6.439, -1.560)  0.09
H (0.416, 5.254, 0.227)  0.13
H (0.883, 3.112, -1.035)  0.08
H (1.963, 3.898, -2.115)  0.09
H (0.330, 4.447, -2.109)  0.08
H (2.584, 5.403, 1.080)  0.10
C (-2.151, 1.727, -4.645)  -0.02
C (-1.631, 2.168, -3.247)  -0.48
C (-2.522, 3.102, -2.576)  -0.08
O (-1.614, 0.989, -2.452)  -0.07
H (-1.462, 1.000, -5.075)  0.06
H (-2.216, 2.512, -5.399)  0.08
H (-3.121, 1.245, -4.523)  0.08
H (-0.655, 2.654, -3.261)  0.11
H (-2.566, 4.053, -3.107)  0.09
H (-2.367, 3.304, -1.516)  0.08
H (-3.574, 2.820, -2.580)  0.09
H (-0.873, 1.151, -1.864)  0.06
C (2.570, -2.471, -1.054)  -0.21
O (3.426, -3.266, -0.319)  -0.12
H (2.940, -2.554, -2.076)  0.07
H (1.529, -2.789, -1.105)  0.06
H (2.562, -1.397, -0.867)  0.06
H (3.030, -4.141, -0.299)  0.06
C (-4.668, 0.804, 1.131)  -0.12
O (-4.790, 1.970, 2.006)  -0.14
H (-3.615, 0.866, 0.856)  0.06
H (-4.838, -0.067, 1.765)  0.07
H (-5.349, 0.797, 0.280)  0.07
H (-4.558, 2.743, 1.487)  0.05
C (-4.070, -1.304, -1.941)  -0.15
O (-4.151, 0.047, -2.403)  -0.15
H (-3.464, -1.414, -1.041)  0.06
H (-5.085, -1.654, -1.752)  0.07
H (-3.624, -1.915, -2.725)  0.06
H (-3.262, 0.408, -2.354)  0.00
C (-1.236, 2.776, 1.845)  -0.14
O (-1.366, 2.400, 3.203)  -0.12
H (-0.328, 3.328, 1.604)  0.05
H (-1.292, 1.890, 1.213)  0.07
H (-2.069, 3.475, 1.765)  0.08
H (-0.636, 1.820, 3.431)  0.01
C (-2.886, -3.689, 1.507)  -0.13
O (-3.712, -3.451, 2.709)  -0.22
H (-2.706, -2.699, 1.087)  0.06
H (-1.884, -4.060, 1.722)  0.05
H (-3.382, -4.332, 0.780)  0.04
H (-4.095, -4.292, 2.970)  0.07
C (-1.800, -0.960, 4.236)  -0.15
O (-2.939, -0.973, 3.381)  -0.13
H (-0.854, -1.097, 3.712)  0.05
H (-1.716, -0.022, 4.783)  0.06
H (-1.864, -1.783, 4.948)  0.08
H (-3.196, -1.863, 3.128)  0.00
C (-0.302, -0.702, 0.286)  -0.09
O (0.387, 0.428, -0.279)  -0.16
H (0.201, -1.620, -0.019)  0.05
H (-0.288, -0.608, 1.371)  0.08
H (-1.297, -0.613, -0.150)  0.07
H (1.100, 0.777, 0.260)  0.02